{"formula": "C39H43N4O5", "method": "ωB97M-V/def2-TZVPD", "elements": ["C", "C", "C", "N", "C", "C", "C", "C", "O", "C", "N", "N", "C", "C", "C", "N", "H", "H", "H", "H", "H", "H", "H", "H", "H", "H", "H", "H", "H", "H", "H", "H", "H", "H", "H", "H", "H", "H", "H", "H", "H", "H", "H", "C", "C", "C", "C", "C", "C", "C", "O", "C", "C", "C", "C", "C", "C", "C", "O", "H", "H", "H", "H", "H", "H", "H", "H", "C", "C", "C", "C", "C", "C", "C", "O", "C", "C", "C", "C", "C", "C", "C", "O", "H", "H", "H", "H", "H", "H", "H", "H"], "positions_angstrom": [[3.2827, -3.6284, -1.4328], [3.3320, -1.9567, -1.4000], [2.0529, -1.4571, -2.2972], [1.3514, -0.2275, -1.7814], [-0.0212, -0.0709, -2.4022], [-1.1847, 0.3884, -1.2943], [-2.3773, -0.7580, -1.2853], [-3.7881, -0.2293, -0.6182], [-3.6297, -0.1966, 0.8487], [2.1839, 1.0302, -1.8726], [2.1305, 2.0686, -2.9732], [3.1122, 1.2278, -0.8414], [4.0367, 2.4164, -0.7269], [5.5277, 1.9537, -0.1267], [6.1469, 0.6327, -0.8748], [6.0707, -0.6109, 0.0352], [3.1872, -3.9354, -2.5584], [4.2492, -4.1067, -0.9378], [2.2856, -3.9788, -0.8855], [3.2740, -1.6704, -0.2644], [4.3030, -1.5672, -1.9474], [2.3267, -1.2708, -3.4326], [1.2762, -2.3637, -2.2982], [-0.0876, 0.6941, -3.2842], [-0.4235, -1.1064, -2.8405], [-0.6562, 0.3777, -0.2494], [-1.5693, 1.4600, -1.5988], [-2.0221, -1.7859, -0.7946], [-2.5994, -1.0145, -2.4258], [-3.9930, 0.8430, -1.0840], [-4.6585, -0.9824, -0.9317], [-4.0686, 0.6779, 1.1313], [3.0582, 2.2036, -3.4515], [1.7151, 2.9716, -2.6549], [3.1800, 0.5065, -0.0640], [4.2802, 2.9569, -1.7389], [3.6035, 3.1566, 0.1030], [6.2653, 2.8625, -0.3281], [5.5078, 1.8020, 1.0413], [5.6912, 0.4094, -1.9387], [7.3135, 0.8017, -1.0564], [6.9905, -0.6472, 0.5573], [5.3548, -0.3628, 0.7769], [3.9119, -8.5690, 6.2292], [2.6078, -9.0545, 6.3226], [1.5615, -8.3691, 5.7032], [1.8181, -7.1871, 4.9979], [3.1183, -6.6887, 4.9253], [4.1697, -7.3875, 5.5327], [3.3933, -5.4168, 4.2261], [4.5356, -4.9800, 4.1589], [2.2712, -4.6750, 3.6173], [2.5090, -3.4392, 3.0016], [1.4556, -2.7374, 2.4116], [0.1669, -3.2704, 2.4263], [-0.0738, -4.4986, 3.0438], [0.9791, -5.1974, 3.6490], [0.7078, -6.4785, 4.3308], [-0.4252, -6.9454, 4.3482], [4.7287, -9.1081, 6.7041], [2.4051, -9.9686, 6.8763], [0.5467, -8.7568, 5.7760], [5.1893, -7.0116, 5.4686], [3.5127, -3.0175, 2.9829], [1.6416, -1.7755, 1.9387], [-0.6525, -2.7273, 1.9605], [-1.0834, -4.9061, 3.0557], [-9.0636, 7.0784, -1.9484], [-8.4679, 8.0398, -1.1324], [-7.0844, 8.0382, -0.9472], [-6.2948, 7.0644, -1.5706], [-6.8932, 6.0884, -2.3666], [-8.2799, 6.1023, -2.5654], [-6.0759, 5.0269, -2.9888], [-6.6004, 4.1713, -3.6911], [-4.6197, 5.0063, -2.7455], [-3.8411, 3.9724, -3.2818], [-2.4612, 3.9526, -3.0676], [-1.8552, 4.9674, -2.3274], [-2.6292, 5.9955, -1.7872], [-4.0158, 6.0093, -1.9888], [-4.8303, 7.0813, -1.3833], [-4.2991, 7.9710, -0.7287], [-10.1408, 7.0851, -2.1001], [-9.0802, 8.7929, -0.6413], [-6.6256, 8.7950, -0.3130], [-8.7526, 5.3518, -3.1965], [-4.3059, 3.1780, -3.8636], [-1.8592, 3.1461, -3.4806], [-0.7794, 4.9562, -2.1665], [-2.1498, 6.7816, -1.2063]], "forces_ev_per_a": [[-0.21, 0.69, -0.17], [-0.14, -1.08, -0.92], [0.57, -1.75, -0.36], [0.76, 3.01, -1.40], [-2.52, 0.04, -0.45], [0.69, -1.00, 0.00], [-0.41, 0.19, -0.76], [0.73, -0.56, -1.10], [-1.27, 2.35, -1.38], [1.69, -0.42, 1.74], [-0.05, -1.54, 1.83], [-2.05, -0.39, -2.48], [1.95, 0.79, 1.41], [0.28, 0.49, -0.74], [1.43, 0.03, 0.32], [0.11, 1.96, 0.60], [0.35, 0.36, 2.15], [-2.22, 1.07, -1.10], [2.29, 0.70, -1.03], [0.08, -0.18, -2.29], [-1.81, -0.83, 1.63], [-0.26, -0.57, 2.24], [1.47, 2.33, 0.17], [0.63, -1.42, 1.54], [1.44, 2.19, 1.00], [-1.14, 0.36, -1.89], [0.55, -2.21, 0.87], [-0.67, 2.42, -0.86], [0.30, 0.55, 2.32], [0.26, -2.20, 1.09], [1.84, 1.71, 0.75], [1.01, -2.16, -0.44], [-1.29, -0.25, 0.98], [0.61, -1.07, -0.29], [-0.38, 1.07, -1.53], [-1.05, -1.24, 2.02], [0.66, -1.47, -2.17], [-1.77, -1.78, 0.46], [-0.11, 0.18, -2.37], [0.58, 0.54, 2.19], [-2.65, -0.15, 0.22], [-1.52, -0.04, -0.73], [1.21, -0.71, -1.01], [-0.04, 0.31, -0.19], [-0.19, 0.26, -0.21], [0.20, -0.18, 0.15], [0.18, -0.44, 0.34], [0.22, -0.43, 0.29], [-0.05, -0.24, 0.16], [1.43, 0.31, 0.06], [-0.68, -0.16, -0.03], [-0.29, 0.56, -0.34], [-0.27, 0.22, -0.19], [0.25, -0.41, 0.21], [0.01, -0.30, 0.13], [0.06, 0.29, -0.14], [-0.19, 0.62, -0.39], [-1.43, -0.82, 0.17], [0.77, 0.41, -0.07], [-0.15, 0.12, -0.10], [0.02, 0.18, -0.12], [0.20, 0.23, -0.13], [-0.32, 0.05, -0.06], [-0.16, -0.29, 0.11], [-0.04, -0.12, 0.08], [0.11, -0.10, 0.11], [0.31, -0.04, 0.11], [0.28, -0.20, -0.10], [0.37, -0.09, -0.03], [-0.31, 0.04, -0.01], [-0.50, 0.22, 0.13], [-0.52, 0.21, 0.07], [-0.16, 0.19, 0.13], [-0.94, -0.93, -0.85], [0.45, 0.47, 0.44], [0.72, -0.29, -0.03], [0.36, -0.06, 0.05], [-0.42, 0.13, 0.04], [-0.37, 0.20, 0.10], [0.22, -0.25, -0.10], [0.65, -0.37, -0.16], [0.43, 1.30, 0.91], [-0.25, -0.67, -0.46], [0.22, -0.02, 0.02], [0.14, -0.13, -0.10], [0.04, -0.25, -0.21], [0.27, 0.11, 0.14], [-0.06, 0.30, 0.14], [-0.12, 0.12, 0.00], [-0.17, 0.06, -0.01], [-0.30, -0.11, -0.11]], "homo_ev": -11.20, "total_charge": 1, "e_tot_ev": -57326.991, "lumo_energy_ev": -4.3}